This record from the Open Molecules 2025 dataset describes a structure of composition C8H10BrN in a non-equilibrium geometry. The level of theory is ωB97M-V with the def2-TZVPD basis set.

The geometry in XYZ format:
```
20
Properties=species:S:1:pos:R:3:nbo_charge:R:1
C -1.07 2.58 0.26 -0.210
C -0.41 2.29 -0.92 -0.221
C -1.21 1.65 1.30 -0.218
C -0.09 1.03 -1.18 -0.169
C -0.55 0.42 1.14 -0.193
C -0.12 0.05 -0.17 -0.145
C -0.21 -2.51 0.38 -0.645
C 0.28 -1.32 -0.44 -0.050
N 2.13 -1.43 -0.07 -0.575
Br 3.02 0.19 0.13 0.122
H -1.49 3.56 0.24 0.208
H -0.25 3.07 -1.65 0.213
H -1.80 2.05 2.13 0.223
H 0.16 0.81 -2.29 0.213
H -0.35 -0.22 2.04 0.223
H 0.67 -3.24 0.44 0.220
H -0.68 -2.47 1.31 0.225
H -1.01 -2.87 -0.24 0.215
H 0.42 -1.68 -1.55 0.225
H 2.57 -1.98 -0.85 0.337
```

Summary:
* multiplicity: 3
* DFT total energy: -79984.474 eV
* frontier orbital gap (spin up / spin down): 5.53 / 6.85 eV
* total charge: 0
* <S²>: 2.02